w | 11
Properties=species:S:1:pos:R:3:lowdin_charge:R:1 method="wB97M-V/def2-TZVPD" lumo_ev=-1.67 e_homo_ev=-9.58
C 0.731 -0.029 0.129 -0.0740
C 1.325 0.663 -3.721 -1.8635
O 0.958 0.081 -1.274 -0.5442
P 0.249 1.120 -2.219 0.9182
Cl 1.743 2.132 -4.514 0.5287
Cl 2.845 -0.210 -3.178 0.5380
Cl 0.311 -0.334 -4.720 0.5631
Cl 1.588 3.593 -1.650 -0.2973
H 1.064 0.970 0.534 0.1242
H 1.363 -0.763 0.435 0.0640
H -0.131 -0.425 0.397 0.0428

***

x | 11
Properties=species:S:1:pos:R:3:lowdin_charge:R:1 method="wB97M-V/def2-TZVPD" lumo_ev=-0.83 e_homo_ev=-9.34
C -1.153 0.686 0.044 -0.1610
C 0.478 -0.625 2.021 -1.0334
O -0.157 -0.165 -0.529 -0.6667
P 0.277 -0.098 -2.074 0.1924
Cl 2.024 -0.989 1.408 0.5318
Cl -0.383 -1.961 2.441 0.6099
Cl 1.853 -1.227 -1.857 0.2521
Cl 1.232 1.833 -2.044 0.0914
H -0.674 1.271 0.692 0.0248
H -1.932 0.018 0.584 0.1242
H -1.564 1.257 -0.687 0.0345

***

Most stable structure, least stable structure: w, x.

***

w | 13
Properties=species:S:1:pos:R:3:lowdin_charge:R:1 method="wB97M-V/def2-TZVPD" lumo_ev=3.18 e_homo_ev=-2.68 charge=-1
O 2.126 -0.508 3.451 -0.0087
C 1.510 -0.751 2.440 -0.3228
C 1.808 -0.184 1.092 -0.2973
C 0.569 -0.244 0.184 -0.8360
S 0.070 -1.917 -0.248 0.1024
H 0.617 -1.416 2.472 0.0894
H 2.615 -0.747 0.612 0.0996
H 2.139 0.860 1.221 0.1050
H 0.822 0.366 -0.697 0.0317
H -0.218 0.325 0.702 0.0376
H -4.653 1.445 -3.284 0.0290
H -3.386 1.025 -4.006 0.0372
O -4.020 1.747 -3.940 -0.0670

***

x | 13
Properties=species:S:1:pos:R:3:lowdin_charge:R:1 method="wB97M-V/def2-TZVPD" lumo_ev=3.33 e_homo_ev=-4.19 charge=-1
C -1.218 0.816 -0.201 -0.4578
S -1.984 -0.713 0.371 0.6888
C -0.634 -1.881 0.196 -0.4453
H -0.595 0.658 -1.080 0.0312
H -0.654 1.258 0.609 0.0232
H -1.978 1.514 -0.563 0.0210
H 0.322 -1.347 0.239 0.0050
H -0.707 -2.608 0.998 0.0146
H -0.673 -2.425 -0.746 0.0224
O 1.943 -0.053 -0.145 -0.1508
C 2.043 1.177 0.059 -0.7055
O 2.686 1.793 0.926 -0.1293
H 1.449 1.811 -0.662 0.0826

***

Most stable structure, least stable structure: x, w.